# 1
{"formula": "C3H8N2O3Sn", "method": "wB97M-V/def2-TZVPD", "total_energy_ha": -668.399976, "e_homo_ev": -5.524, "gap_ev": 3.60, "species": ["H", "H", "O", "H", "H", "H", "C", "N", "H", "H", "Sn", "O", "C", "C", "O", "H", "N"], "positions_angstrom": [[-1.420, 1.058, -1.624], [-0.017, -0.011, 2.923], [-0.760, -0.779, -0.936], [1.351, -0.825, 3.596], [3.684, 0.223, 1.636], [-2.682, 0.193, -3.916], [1.816, 0.183, 1.994], [0.976, -0.195, 2.901], [3.255, -0.530, 3.234], [-2.234, -1.151, -3.395], [-0.333, 1.497, 0.162], [-3.854, -0.439, -2.262], [-2.606, -0.243, -2.919], [-1.260, 0.072, -2.060], [1.445, 0.874, 1.050], [-0.404, 0.188, -2.725], [3.041, -0.114, 2.339]], "forces_ev_per_a": [[-0.651, 1.433, -0.295], [0.242, -0.084, -0.343], [-0.905, 3.445, -0.065], [-0.719, 0.096, 0.075], [0.852, -0.463, 0.670], [0.172, 2.056, 0.182], [-0.975, 0.241, 1.633], [-2.474, -1.661, 2.701], [0.420, 0.231, -0.565], [0.338, -1.594, 0.590], [-1.948, -2.502, -1.606], [3.584, 0.984, -1.366], [-2.424, -2.102, 2.072], [0.622, -1.309, 0.694], [1.676, 0.785, -1.980], [-0.049, 0.050, -0.570], [2.239, 0.393, -1.826]], "lowdin_charge": [-0.088, 0.120, -0.410, 0.129, 0.141, 0.080, -0.709, 0.201, 0.136, 0.083, 1.371, -0.311, -0.387, -0.398, -0.250, 0.081, 0.210]}


# 2
{"formula": "C5H4O4", "method": "wB97M-V/def2-TZVPD", "total_energy_ha": -493.714182, "e_homo_ev": -10.250, "gap_ev": 9.31, "species": ["H", "O", "H", "C", "C", "C", "H", "O", "O", "C", "O", "H", "C"], "positions_angstrom": [[1.636, -1.545, -0.978], [-0.126, 1.864, -2.168], [0.746, 2.062, 0.536], [0.406, 1.158, 0.310], [-0.871, -0.460, 1.170], [-0.519, 1.094, -1.043], [-0.159, -2.520, 0.065], [1.526, 0.275, 0.020], [-1.965, -0.491, 1.744], [-0.154, -1.404, 0.265], [-0.185, 0.782, 1.500], [-1.404, 0.167, -1.111], [1.069, -0.982, -0.309]], "forces_ev_per_a": [[1.157, -0.825, -0.692], [-2.937, -5.436, 8.168], [1.834, 4.013, -0.144], [-0.904, -3.417, -1.741], [-2.976, 0.747, 3.448], [1.491, 2.768, -6.278], [-1.629, 1.530, 0.724], [-0.450, -0.311, -1.457], [2.825, -1.426, -2.174], [3.925, -0.561, -1.521], [-0.813, -2.517, -2.130], [2.331, 3.318, -0.094], [-3.853, 2.118, 3.892]], "lowdin_charge": [0.116, -0.080, 0.120, -0.283, -0.394, 0.041, 0.140, 0.005, 0.114, 0.014, 0.062, 0.193, -0.047]}


# 3
{"formula": "C47H53I2N4OPS2Y", "method": "wB97M-V/def2-TZVPD", "total_energy_ha": -3888.730596, "total_charge": -1, "e_homo_ev": -3.621, "gap_ev": 5.54, "species": ["C", "H", "C", "H", "H", "I", "H", "C", "C", "C", "O", "H", "H", "C", "H", "C", "C", "C", "C", "H", "H", "C", "H", "C", "C", "H", "H", "H", "C", "H", "H", "H", "C", "C", "C", "C", "C", "H", "H", "C", "C", "C", "Y", "C", "C", "H", "H", "H", "C", "C", "C", "H", "H", "H", "C", "N", "C", "C", "C", "H", "N", "C", "H", "H", "H", "H", "H", "H", "C", "H", "C", "H", "S", "C", "H", "H", "P", "I", "H", "H", "C", "H", "C", "H", "H", "H", "H", "C", "H", "H", "C", "H", "C", "H", "H", "C", "H", "N", "C", "H", "H", "C", "N", "H", "C", "H", "H", "C", "C", "C", "S"], "positions_angstrom": [[1.781, -2.619, 4.158], [-1.130, -4.403, -1.167], [0.347, 4.761, 0.877], [4.017, -5.804, -4.436], [-0.159, 8.128, 0.812], [-0.596, 5.619, -6.121], [3.271, 1.445, 2.586], [2.594, 2.655, -4.265], [-2.384, -1.046, -1.701], [-4.606, -0.432, 0.522], [-1.151, 1.798, -1.240], [1.917, 7.982, -0.567], [-0.036, 0.122, 4.882], [2.448, 2.016, 3.002], [-1.864, -3.992, 4.905], [0.092, 2.067, 3.395], [0.346, 3.481, -4.113], [1.474, 7.087, -0.146], [-3.137, -2.374, -1.764], [2.963, 5.788, -0.976], [3.584, 2.653, -4.703], [-2.352, -4.280, 3.967], [3.599, -0.847, -1.951], [2.165, -0.899, 2.479], [-3.211, 0.134, 0.803], [2.561, 2.109, 4.091], [0.294, 2.142, 4.472], [-0.692, -1.888, -2.776], [1.936, -5.336, -2.169], [5.162, -5.440, -3.150], [4.190, -3.045, -3.100], [-0.335, -5.675, -0.266], [-1.706, 3.529, 1.128], [0.659, -0.510, 4.348], [-0.183, -2.774, 0.476], [-1.410, -2.201, 0.896], [0.165, 2.597, -3.028], [0.351, -2.150, 5.697], [-0.681, -0.128, -2.739], [-0.346, -4.243, 2.414], [1.251, -3.129, -1.361], [-2.122, 3.296, -2.802], [0.699, 0.903, -0.018], [2.062, 5.858, -0.379], [-0.232, 6.006, 1.128], [-2.266, 4.278, 1.704], [-2.109, 2.549, 1.376], [1.814, 4.168, -5.541], [-1.073, 2.546, -2.283], [-1.609, -3.752, 2.764], [-3.008, 0.320, 2.316], [-3.351, -2.624, -2.809], [-4.706, -1.470, 0.848], [0.827, 4.067, 3.134], [0.349, -3.780, 1.318], [1.163, 1.321, 2.727], [0.883, -1.799, 4.821], [-0.050, 3.482, 2.876], [1.305, -0.049, 3.202], [-1.831, -0.963, -3.780], [0.405, -2.282, -0.659], [-1.326, -1.002, -2.809], [3.067, 1.115, -2.833], [1.326, -4.186, 1.081], [-0.846, 1.532, 3.285], [1.970, -3.625, 4.516], [-0.896, 3.938, 3.410], [-1.871, 3.697, 0.071], [2.602, -1.168, -2.265], [-1.138, 6.059, 1.723], [2.405, -2.170, 3.004], [1.868, -0.569, -1.742], [2.363, 3.158, -0.180], [1.522, 4.661, 0.126], [1.698, -6.394, -2.274], [-3.583, -0.414, 2.882], [-1.749, -0.678, 0.006], [-4.017, 3.089, -1.956], [-4.082, -2.356, -1.222], [4.046, -6.794, -2.981], [2.386, -2.632, -2.044], [-2.414, -5.372, 3.960], [-0.758, 4.278, -4.527], [-3.171, 1.113, 0.320], [0.106, -5.014, 3.035], [-0.601, -5.865, -2.005], [-1.972, 0.183, 2.623], [0.315, 7.172, 0.622], [-3.078, -2.306, 2.250], [-3.373, -3.893, 3.998], [3.308, -3.487, -2.635], [2.474, -0.928, -3.325], [2.304, 1.782, -3.205], [-3.341, 1.310, 2.640], [-2.535, -3.181, -1.345], [-2.112, -2.722, 1.985], [2.463, 2.989, 2.528], [-0.268, 3.568, 1.426], [0.989, -4.516, -1.561], [-4.860, -0.382, -0.537], [3.063, -2.825, 2.446], [3.133, -4.861, -2.686], [1.138, 1.741, -2.611], [-3.073, -0.211, -1.870], [1.622, 3.491, -4.719], [-2.811, 4.744, -4.244], [-5.354, 0.158, 1.064], [4.140, -5.770, -3.349], [-0.339, -5.148, -1.224], [-1.964, 4.166, -3.900], [2.886, -0.448, 0.931]], "forces_ev_per_a": [[0.088, 0.147, 0.033], [0.094, -0.077, -0.007], [-0.167, 0.025, 0.082], [-0.035, 0.039, 0.029], [0.021, -0.023, 0.002], [0.021, 0.032, -0.038], [-0.010, -0.040, -0.014], [0.098, -0.077, 0.029], [0.095, -0.045, -0.115], [-0.054, 0.025, -0.006], [0.471, -0.040, 0.279], [-0.005, -0.027, 0.016], [0.031, 0.006, 0.001], [-0.088, -0.057, 0.100], [0.014, 0.014, -0.030], [0.101, -0.058, -0.023], [-0.016, 0.003, -0.045], [-0.027, -0.027, 0.034], [-0.060, -0.023, -0.046], [-0.016, 0.013, 0.012], [-0.023, -0.015, 0.011], [0.023, 0.035, -0.087], [-0.033, -0.012, 0.011], [-0.149, -0.067, -0.038], [-0.178, -0.069, 0.036], [0.044, 0.025, -0.017], [-0.005, 0.012, 0.045], [-0.069, 0.060, -0.015], [-0.062, -0.035, -0.043], [-0.014, 0.007, 0.006], [-0.057, -0.020, 0.030], [0.009, 0.036, -0.013], [0.076, 0.022, 0.098], [0.029, -0.043, -0.095], [0.183, 0.022, -0.087], [-0.082, -0.092, 0.032], [0.144, -0.048, -0.015], [0.025, 0.012, -0.010], [-0.011, -0.004, 0.029], [-0.020, -0.066, -0.081], [0.024, 0.034, 0.040], [0.004, 0.126, -0.134], [0.079, 0.827, -0.129], [-0.016, -0.011, -0.012], [0.012, -0.030, -0.067], [-0.029, 0.000, 0.003], [0.040, -0.006, 0.017], [-0.006, 0.004, 0.001], [-0.055, -0.136, -0.025], [0.039, -0.039, -0.054], [-0.074, -0.006, 0.018], [-0.024, 0.009, 0.038], [0.030, 0.024, 0.014], [0.079, 0.021, -0.024], [-0.111, -0.129, -0.047], [-0.001, -0.166, -0.126], [0.043, 0.038, -0.072], [-0.019, 0.021, -0.093], [-0.081, 0.127, -0.010], [-0.001, 0.002, 0.031], [-0.155, -0.140, 0.179], [-0.021, -0.050, -0.010], [0.034, 0.052, 0.021], [-0.062, -0.006, 0.015], [-0.030, -0.043, -0.058], [-0.002, 0.024, -0.021], [-0.010, 0.083, 0.049], [0.034, 0.013, 0.003], [0.121, 0.003, -0.054], [0.055, -0.005, -0.024], [0.049, 0.030, 0.041], [-0.101, -0.070, 0.072], [-0.008, -0.130, 0.119], [-0.017, 0.034, -0.062], [0.011, 0.054, 0.014], [-0.022, 0.027, -0.026], [0.002, -0.095, 0.320], [-0.024, 0.000, 0.013], [0.025, -0.005, 0.020], [-0.008, 0.013, 0.007], [0.095, -0.034, -0.039], [0.008, 0.014, -0.016], [0.092, -0.059, 0.044], [-0.015, 0.056, 0.011], [-0.009, 0.022, -0.039], [0.000, -0.017, 0.017], [0.040, -0.032, -0.042], [0.051, -0.047, -0.034], [0.054, -0.012, -0.035], [0.032, 0.002, -0.010], [-0.014, 0.069, -0.099], [0.059, -0.072, -0.002], [0.004, 0.035, -0.061], [-0.003, -0.044, -0.005], [-0.048, 0.116, -0.054], [-0.002, 0.109, -0.002], [0.009, 0.040, -0.030], [-0.239, -0.098, -0.166], [-0.008, -0.084, -0.024], [0.017, -0.003, 0.021], [-0.011, 0.014, 0.035], [-0.016, -0.034, 0.039], [-0.123, 0.084, 0.219], [-0.045, 0.006, -0.056], [-0.133, 0.104, -0.056], [0.001, -0.005, 0.036], [0.044, -0.020, -0.028], [-0.048, 0.027, 0.067], [0.027, -0.023, 0.034], [-0.020, -0.182, 0.160], [0.005, -0.004, 0.032]], "lowdin_charge": [-0.111, 0.049, -0.285, 0.070, 0.091, 0.872, 0.038, -0.033, -0.505, -0.118, -0.308, 0.094, 0.095, -0.108, 0.065, -0.199, -0.201, -0.109, -0.096, 0.089, 0.108, -0.067, 0.073, -0.607, -0.540, 0.103, 0.122, 0.064, -0.039, 0.068, 0.116, 0.078, -0.088, -0.037, -0.365, -0.310, -0.152, 0.095, 0.038, -0.069, -0.224, -0.622, 1.245, -0.130, -0.043, 0.086, 0.051, 0.057, -0.451, -0.293, -0.131, 0.080, 0.069, 0.119, -0.058, -0.200, -0.097, -0.173, -0.280, 0.081, 0.024, -0.108, 0.090, 0.121, 0.085, 0.101, 0.124, 0.039, -0.127, 0.104, -0.133, -0.029, 0.580, -0.603, 0.111, 0.069, 1.042, 0.945, 0.056, 0.065, -0.205, 0.069, -0.678, 0.025, 0.111, 0.077, 0.041, -0.106, 0.082, 0.067, -0.034, 0.088, -0.170, 0.076, 0.049, -0.059, 0.036, -0.160, -0.203, 0.058, 0.099, -0.296, 0.030, 0.075, -0.044, 0.070, 0.079, -0.073, -0.046, -0.241, 0.563]}